Entry 1:
The following is a quantum chemistry calculation of the molecule C4H7ClN2, from the OMol25 dataset.

Positions of all 14 atoms, in Å:
1 C -0.94 -1.42 -1.02
2 C -0.77 -0.35 0.00
3 N -0.64 -0.98 1.29
4 N 0.52 -0.59 1.53
5 C 0.71 0.08 0.22
6 C 0.84 1.89 0.73
7 Cl 2.01 -0.17 -0.90
8 H -0.38 -2.41 -0.64
9 H -0.52 -1.17 -2.07
10 H -2.01 -1.74 -1.28
11 H -1.42 0.41 -0.16
12 H 1.63 1.83 1.50
13 H -0.22 2.25 1.01
14 H 1.19 2.36 -0.22

Values from the calculation:
- structure (SMILES) = C[C@H]1N=N[C@@]1(C)Cl
- gap between HOMO and LUMO (eV) = 10.1
- charge = 0
- highest occupied orbital energy (Ha) = -0.3536
- LUMO (eV) = 0.489

Atom charges from the Mulliken analysis, given in e for atoms 1 to 4: -1.307 0.372 -0.373 -0.169

---

Entry 2:
The following is a quantum chemistry calculation of a structure of composition C4H7ClN2, from the OMol25 dataset.

Positions of all 14 atoms, in Å:
1 C -0.63 0.11 0.76
2 C 0.67 -0.17 -0.64
3 C -1.58 0.29 1.74
4 C 1.43 -0.04 -2.00
5 N -0.38 -0.84 -0.21
6 N 0.52 0.80 0.38
7 Cl 2.62 -1.12 -1.04
8 H -2.21 -0.60 1.59
9 H -2.31 1.13 1.72
10 H -1.02 0.41 2.71
11 H 1.79 0.80 -2.46
12 H 0.86 -0.70 -2.72
13 H -0.82 -1.77 -0.46
14 H 1.06 1.68 0.64

Values from the calculation:
- gap between HOMO and LUMO (eV) = 9.4
- charge = +2
- highest occupied orbital energy (Ha) = -0.7672
- LUMO (eV) = -11.493

Atom charges from the Mulliken analysis, given in e for atoms 1 to 4: 0.565 0.403 -0.792 -0.352

---

Entry 3:
The following is a quantum chemistry calculation of the molecule C4H7ClN2O, from the OMol25 dataset.

Positions of all 15 atoms, in Å:
1 O 1.17 2.45 0.22
2 C 0.54 1.41 -0.11
3 N -0.79 1.31 -0.41
4 N -1.56 0.02 -0.37
5 C -0.83 -1.02 0.30
6 C 0.54 -1.15 -0.31
7 C 1.21 0.13 0.05
8 Cl 2.88 -0.15 -0.22
9 H -1.00 2.02 -1.11
10 H -2.44 0.34 0.14
11 H -0.75 -0.77 1.36
12 H -1.63 -1.82 0.24
13 H 0.97 -1.92 0.32
14 H 0.69 -1.09 -1.33
15 H 1.00 0.26 1.22

Values from the calculation:
- structure (SMILES) = O=C1NNCC[C@H]1Cl
- gap between HOMO and LUMO (eV) = 9.7
- charge = 0
- highest occupied orbital energy (Ha) = -0.3332
- LUMO (eV) = 0.659

Atom charges from the Mulliken analysis, given in e for atoms 1 to 4: -0.610 0.247 -0.176 -0.411

---

Entry 4:
The following is a quantum chemistry calculation of a cluster of 2 separate species, C4H7ClN2OS in total, from the OMol25 dataset.

Positions of all 16 atoms, in Å:
1 C 1.09 -0.16 -0.32
2 C -1.90 -0.71 0.96
3 C 1.29 -1.60 -0.71
4 C -0.16 0.41 -0.90
5 N 1.74 0.27 0.65
6 N 0.09 2.65 0.47
7 O -1.95 -1.66 0.23
8 S -0.75 2.04 -0.75
9 Cl -3.16 0.52 1.01
10 H 0.97 -1.70 -1.73
11 H 0.76 -2.25 0.03
12 H 2.34 -1.77 -0.65
13 H -0.65 -0.07 -1.65
14 H 1.62 1.15 1.00
15 H -0.30 3.47 0.79
16 H -1.03 -0.60 1.57

Values from the calculation:
- gap between HOMO and LUMO (spin up / spin down) (eV) = 7.8 / 7.8
- charge = 0
- highest occupied orbital energy (spin up / spin down) (Ha) = -0.3279 / -0.3253
- LUMO (spin up / spin down) (eV) = -1.157 / -1.046

Atom charges from the Mulliken analysis, given in e for atoms 1 to 4: 0.738 0.142 -1.064 -0.698

---

Entry 5:
The following is a quantum chemistry calculation of the molecule C4H7ClN2S, from the OMol25 dataset.

Positions of all 15 atoms, in Å:
1 C 1.11 -1.72 0.60
2 C 0.47 -0.51 -0.10
3 C 1.47 0.61 -0.82
4 Cl 1.17 0.61 -2.54
5 N -0.71 -0.30 0.28
6 N -1.29 0.97 0.05
7 C -2.61 1.13 0.35
8 S -3.48 -0.14 1.24
9 H 1.83 -1.26 1.43
10 H 0.47 -2.39 1.03
11 H 1.86 -2.45 0.15
12 H 2.49 0.25 -0.45
13 H 1.12 1.58 -0.41
14 H -0.83 1.39 -0.88
15 H -3.08 2.25 0.07

Values from the calculation:
- structure (SMILES) = C/C(CCl)=N/NC=S
- gap between HOMO and LUMO (eV) = 8.1
- charge = 0
- highest occupied orbital energy (Ha) = -0.2978
- LUMO (eV) = 0.010

Atom charges from the Mulliken analysis, given in e for atoms 1 to 4: -1.214 0.504 -0.571 -0.142

---

Entry 6:
The following is a quantum chemistry calculation of the molecule C4H7ClN2S, from the OMol25 dataset.

Positions of all 15 atoms, in Å:
1 C -1.29 -1.40 -0.66
2 N -1.60 -0.40 0.42
3 C -1.16 0.79 0.20
4 N -0.06 1.26 -0.57
5 C 1.25 0.97 -0.20
6 S 2.49 1.75 -0.90
7 C 1.34 -0.05 1.02
8 Cl 2.08 -1.60 0.53
9 H -0.48 -1.14 -1.34
10 H -2.08 -1.54 -1.41
11 H -0.98 -2.39 -0.17
12 H -1.53 1.50 1.10
13 H -0.22 1.97 -1.49
14 H 0.33 -0.15 1.60
15 H 1.90 0.43 1.85

Values from the calculation:
- structure (SMILES) = C/N=C\NC(=S)CCl
- gap between HOMO and LUMO (eV) = 9.0
- charge = 0
- highest occupied orbital energy (Ha) = -0.3270
- LUMO (eV) = 0.090

Atom charges from the Mulliken analysis, given in e for atoms 1 to 4: -0.674 -0.329 -0.189 -0.169

---

Entry 7:
The following is a quantum chemistry calculation of a structure of composition C4H7ClN4O4, from the OMol25 dataset.

Positions of all 20 atoms, in Å:
1 C 1.29 -2.15 1.68
2 C -0.55 1.34 0.23
3 C -1.53 1.24 -2.08
4 C -0.68 0.65 -1.11
5 N -0.03 0.71 1.40
6 N 2.27 -1.49 1.16
7 N -1.11 0.84 1.95
8 N 2.60 -1.48 -0.09
9 O -1.87 1.57 0.95
10 O -1.63 0.64 3.02
11 O 2.40 -0.40 -0.72
12 O 3.19 -2.44 -0.56
13 Cl -1.28 -1.03 -0.67
14 H 1.01 -2.22 2.79
15 H 0.77 -2.81 1.02
16 H 0.01 2.29 -0.09
17 H -0.92 1.79 -2.78
18 H -2.35 1.81 -1.66
19 H -1.87 0.51 -2.77
20 H 0.28 0.62 -1.66

Values from the calculation:
- gap between HOMO and LUMO (eV) = 10.5
- charge = 0
- highest occupied orbital energy (Ha) = -0.4005
- LUMO (eV) = -0.380

Atom charges from the Mulliken analysis, given in e for atoms 1 to 4: -0.201 0.118 -1.419 0.418

---

Entry 8:
The following is a quantum chemistry calculation of a structure of composition C4H7ClO, from the OMol25 dataset.

Positions of all 13 atoms, in Å:
1 C 1.34 -0.68 -0.26
2 C -0.09 -0.66 0.20
3 C -0.83 0.57 -0.12
4 C -2.06 0.96 -0.05
5 H 3.13 0.49 0.04
6 H 2.11 -1.46 0.62
7 H 1.46 -1.00 -1.34
8 H -0.20 -0.61 1.36
9 H -0.59 -1.66 -0.39
10 H -0.24 1.45 0.16
11 H -2.51 2.03 -0.18
12 O 1.80 0.80 0.00
13 Cl -3.31 -0.23 -0.05

Values from the calculation:
- gap between HOMO and LUMO (eV) = 9.3
- charge = 0
- highest occupied orbital energy (Ha) = -0.3412
- LUMO (eV) = 0.008

Atom charges from the Mulliken analysis, given in e for atoms 1 to 4: -0.338 -0.112 -0.367 -0.296

---

| no. | DFT total energy (eV) |
| --- | --- |
| 1 | -19760.4124 |
| 2 | -19741.7573 |
| 3 | -21808.8100 |
| 4 | -32643.5001 |
| 5 | -30595.9296 |
| 6 | -30596.9229 |
| 7 | -30924.5981 |
| 8 | -18826.0268 |